[1]
Here is 10 unconnected molecules or ions with the total composition H20O10 at a distorted geometry from OMol25. Energies are from ωB97M-V/def2-TZVPD.

```
30
H20O10 ωB97M-V/def2-TZVPD
O 0.19 -1.01 0.76
H 0.86 -1.57 0.47
H 0.44 -0.13 0.49
O 0.65 -3.85 -2.52
H 0.66 -4.78 -2.74
H 0.89 -3.46 -3.32
O -3.81 -2.08 0.69
H -3.48 -1.32 0.20
H -4.34 -2.57 0.12
O -2.88 1.36 -0.34
H -2.99 2.31 -0.37
H -2.02 1.31 -0.59
O 0.92 1.80 1.98
H 1.03 2.70 2.40
H 0.20 1.51 2.56
O -2.31 -0.73 4.24
H -1.44 -0.87 4.56
H -2.44 -1.55 3.70
O 1.18 1.27 -3.17
H 2.06 0.94 -3.26
H 1.04 1.09 -2.20
O -0.13 3.46 0.20
H 0.07 4.19 0.72
H -1.03 3.17 0.21
O 2.41 3.35 -1.61
H 2.97 2.99 -2.32
H 2.26 2.65 -1.00
O 3.10 -3.20 -0.24
H 2.94 -2.82 0.58
H 2.99 -4.16 -0.18
```

Results
Maximum force: 4.25 eV/Å
E_LUMO: 0.07 eV
SMILES string: O.O.O.O.O.O.O.O.O.O
E_HOMO: -10.88 eV
Frontier orbital gap: 10.946 eV
2S+1: 1

[2]
Here is a single C3H6S2 molecule at a distorted geometry from OMol25. Energies are from ωB97M-V/def2-TZVPD.

```
11
C3H6S2 ωB97M-V/def2-TZVPD
C -0.99 -1.04 0.42
C -0.63 0.37 0.34
S -1.81 1.64 0.54
C 0.70 0.77 -0.23
S 1.75 -0.51 -1.06
H -0.27 -1.82 0.74
H -1.42 -1.30 -0.56
H -1.89 -1.26 1.07
H 1.29 1.16 0.70
H 0.53 1.57 -0.86
H 2.73 0.42 -1.11
```

Results
Maximum force: 3.67 eV/Å
E_LUMO: -0.51 eV
SMILES string: CC(=S)CS
E_HOMO: -8.76 eV
Frontier orbital gap: 8.248 eV
2S+1: 1

[3]
Here is a molecular structure, C16H12FeO7S2 at a distorted geometry from OMol25. Energies are from ωB97M-V/def2-TZVPD.

```
38
C16H12FeO7S2 ωB97M-V/def2-TZVPD
O -0.10 2.26 5.42
C -0.70 2.09 4.44
Fe -1.78 1.94 3.06
C -2.69 0.64 3.90
O -3.27 0.01 4.68
C -2.83 3.15 3.81
O -3.49 3.76 4.54
C -0.26 0.86 1.80
C 0.46 2.15 1.69
C -0.57 3.18 2.03
C -1.77 3.13 1.28
C -2.26 1.89 0.89
C -1.54 0.74 1.28
H 0.27 -0.03 2.13
H 1.35 2.18 2.34
H 0.85 2.30 0.66
H -0.22 4.10 2.50
H -2.33 4.05 1.11
H -3.22 1.80 0.37
H -1.96 -0.25 1.08
C 1.53 -4.31 -4.14
C 0.97 -4.01 -2.89
C 1.10 -2.71 -2.38
C 1.78 -1.75 -3.09
C 2.35 -2.03 -4.33
C 2.22 -3.32 -4.86
S 1.88 -0.15 -2.28
O 3.26 0.10 -1.97
O 1.13 0.80 -3.09
C 1.00 -0.57 -0.90
S 0.45 -2.17 -0.79
O -1.00 -2.21 -0.85
O 1.16 -2.89 0.25
H 1.43 -5.31 -4.55
H 0.44 -4.76 -2.32
H 2.88 -1.25 -4.87
H 2.66 -3.55 -5.84
H 0.84 0.15 -0.11
```

Results
Maximum force: 6.20 eV/Å
E_LUMO (spin up / spin down): 0.11 / -2.63 eV
E_HOMO (spin up / spin down): -6.13 / -8.45 eV
Frontier orbital gap (spin up / spin down): 6.239 / 5.821 eV
2S+1: 5

[4]
Here is a gas-phase ion, C4H7N2O (charge +1) at a distorted geometry from OMol25. Energies are from ωB97M-V/def2-TZVPD.

```
14
C4H7N2O ωB97M-V/def2-TZVPD
O -0.49 -2.23 0.97
C -1.06 -1.39 0.08
N -0.12 -0.32 -0.29
N 0.91 -0.58 -0.95
C 1.81 0.47 -0.89
C 1.35 1.41 -0.02
C -0.10 0.93 0.36
H 0.10 -2.77 0.36
H -1.46 -1.87 -0.76
H -2.00 -0.90 0.42
H 2.80 0.41 -1.25
H 1.78 2.28 0.53
H -0.28 0.94 1.43
H -0.73 1.72 0.07
```

Results
Maximum force: 4.17 eV/Å
E_LUMO: -6.20 eV
SMILES string: OC[N+]1=NC=CC1
E_HOMO: -15.87 eV
Frontier orbital gap: 9.674 eV
Charge: +1
2S+1: 1

[5]
Here is a single C5H8O2 molecule at a distorted geometry from OMol25. Energies are from ωB97M-V/def2-TZVPD.

```
15
C5H8O2 ωB97M-V/def2-TZVPD
C -1.80 0.14 -0.07
C -0.30 0.33 -0.02
O -0.06 1.75 0.07
C 0.58 -0.28 1.10
C 1.47 -0.91 0.03
O 0.66 -1.74 -0.80
C 0.64 -0.34 -1.04
H -2.10 -0.90 -0.23
H -2.23 0.48 0.88
H -2.19 0.76 -0.87
H 0.74 2.02 -0.41
H 0.93 0.72 1.39
H 0.20 -0.91 1.91
H 2.53 -1.14 0.05
H 0.91 0.03 -2.02
```

Results
Maximum force: 1.69 eV/Å
E_LUMO: 0.93 eV
SMILES string: C[C@@]1(O)C[C@H]2O[C@H]21
E_HOMO: -10.04 eV
Frontier orbital gap: 10.965 eV
2S+1: 1

[6]
Here is a molecular structure, C6H8N2 at a distorted geometry from OMol25. Energies are from ωB97M-V/def2-TZVPD.

```
16
C6H8N2 ωB97M-V/def2-TZVPD
C -0.41 -1.49 2.10
C 0.47 0.50 0.85
C 0.33 1.07 -0.35
C 0.75 1.68 -1.55
C -0.49 0.18 -1.11
C -1.04 -0.78 -0.36
H -0.93 -1.15 3.02
H 0.66 -1.56 2.39
H -0.72 -2.51 1.81
H 1.07 0.78 1.69
H 0.69 2.76 -1.57
H 1.82 1.45 -1.85
H 0.15 0.46 -3.05
H -1.58 -1.71 -0.64
N -0.42 -0.62 0.93
N -0.34 0.94 -2.30
```

Results
Maximum force: 3.97 eV/Å
E_LUMO: 0.96 eV
E_HOMO: -7.81 eV
Frontier orbital gap: 8.767 eV
2S+1: 1

Summary of relative energy (zero: lowest compared OMol25 entry of this formula, charge and spin) in kJ/mol
458.93 132.19 0.00 313.37 263.20 304.15
(order as listed above)